The following is a quantum chemistry calculation of a 11-piece molecular cluster, C40H50N8O12 overall in a non-equilibrium geometry, from OMol25.

Each line ends with the Löwdin charge.
CARTESIAN COORDINATES (ANGSTROEM)
C  -3.30  -3.70  -0.15  -0.617
O  -2.40  -2.86  0.03  -0.017
N  -4.55  -3.32  -0.63  0.162
N  -3.13  -5.06  0.04  0.160
H  -5.26  -4.00  -0.77  0.087
H  -4.51  -2.36  -1.00  0.055
H  -3.87  -5.66  -0.24  0.088
H  -2.21  -5.34  0.31  0.108
C  -0.30  0.02  0.45  -0.547
O  0.60  0.72  0.99  -0.049
N  -0.49  -0.03  -0.91  0.197
N  -1.30  -0.63  1.16  0.161
H  0.14  0.39  -1.58  0.045
H  -1.21  -0.59  -1.32  0.056
H  -1.28  -0.56  2.16  0.024
H  -1.79  -1.40  0.70  0.032
C  4.21  -5.33  -2.51  -0.033
C  4.91  -4.21  -2.06  -0.019
C  4.24  -3.03  -1.85  -0.343
C  2.85  -2.98  -1.86  -0.003
C  2.16  -4.10  -2.31  -0.017
C  2.84  -5.26  -2.64  -0.316
O  2.09  -6.38  -3.05  0.012
O  4.96  -1.95  -1.49  0.047
H  4.86  -6.16  -2.77  0.116
H  5.99  -4.18  -2.06  0.119
H  2.35  -2.11  -1.45  0.111
H  1.09  -4.00  -2.37  0.114
H  2.68  -7.11  -2.81  0.091
H  4.45  -1.14  -1.31  0.066
C  1.14  4.57  -1.77  -0.045
C  1.24  3.69  -0.70  -0.035
C  0.99  4.10  0.59  -0.344
C  0.62  5.43  0.79  -0.021
C  0.63  6.33  -0.25  -0.018
C  0.81  5.90  -1.56  -0.317
O  0.67  6.86  -2.57  0.025
O  1.04  3.30  1.69  0.028
H  1.24  4.26  -2.81  0.101
H  1.46  2.66  -0.96  0.089
H  0.40  5.82  1.78  0.118
H  0.31  7.35  -0.03  0.118
H  1.04  6.40  -3.34  0.095
H  0.98  2.35  1.49  0.046
C  -3.75  0.89  -3.17  -0.008
C  -2.87  1.43  -4.08  -0.020
C  -1.79  0.68  -4.54  -0.344
C  -1.65  -0.64  -4.14  -0.020
C  -2.47  -1.12  -3.11  -0.053
C  -3.55  -0.40  -2.64  -0.289
O  -4.50  -0.87  -1.78  -0.019
O  -0.93  1.28  -5.39  0.039
H  -4.59  1.48  -2.83  0.124
H  -2.91  2.45  -4.42  0.104
H  -0.86  -1.23  -4.58  0.121
H  -2.32  -2.18  -2.91  0.120
H  -5.07  -0.21  -1.35  0.063
H  -0.04  0.92  -5.32  0.076
C  5.65  2.99  1.09  -0.019
C  4.65  2.05  1.07  -0.011
C  4.38  1.31  -0.08  -0.331
C  5.17  1.53  -1.20  -0.032
C  6.17  2.46  -1.21  -0.015
C  6.42  3.19  -0.05  -0.324
O  7.34  4.21  -0.11  0.040
O  3.39  0.39  -0.13  0.019
H  5.78  3.61  1.96  0.118
H  4.09  1.86  1.98  0.124
H  4.99  0.87  -2.05  0.114
H  6.84  2.64  -2.04  0.122
H  7.48  4.59  0.76  0.099
H  2.70  0.53  0.55  0.088
C  -3.57  -4.23  5.27  0.003
C  -3.06  -3.88  6.50  -0.004
C  -1.93  -3.07  6.57  -0.330
C  -1.27  -2.63  5.43  -0.031
C  -1.81  -2.95  4.19  -0.008
C  -2.93  -3.76  4.13  -0.346
O  -3.32  -4.28  2.93  0.013
O  -1.53  -2.68  7.81  0.037
H  -4.46  -4.83  5.10  0.120
H  -3.48  -3.99  7.50  0.125
H  -0.36  -2.04  5.43  0.112
H  -1.52  -2.45  3.28  0.105
H  -4.24  -4.13  2.67  0.096
H  -0.67  -2.27  7.86  0.100
C  -2.03  3.32  -1.19  -0.043
C  -2.19  4.13  -2.40  -0.283
N  -2.32  4.78  -3.34  0.145
H  -2.99  3.12  -0.74  0.087
H  -1.42  3.82  -0.44  0.068
H  -1.48  2.44  -1.52  0.065
C  3.32  2.70  -4.30  -0.048
C  2.32  1.84  -3.70  -0.251
N  1.50  1.16  -3.26  0.191
H  4.03  2.04  -4.81  0.090
H  3.86  3.25  -3.53  0.081
H  2.92  3.34  -5.08  0.089
C  -4.42  -0.89  2.74  -0.061
C  -5.09  -0.27  1.61  -0.226
N  -5.60  0.15  0.68  0.155
H  -3.39  -1.20  2.61  0.038
H  -4.99  -1.74  3.09  0.082
H  -4.38  -0.12  3.52  0.078
C  -1.35  0.56  6.15  -0.050
C  -1.61  0.76  4.74  -0.218
N  -1.82  0.92  3.61  0.175
H  -0.72  1.35  6.56  0.092
H  -0.86  -0.38  6.39  0.039
H  -2.30  0.72  6.65  0.098

## Properties
highest occupied orbital energy = -0.2788 Ha
calculated total energy = -2895.19499 Ha
maximum force = 2.4 eV/A


The following is a quantum chemistry calculation of C6H9BF6N4O5S2V as an isolated structure in a non-equilibrium geometry, from OMol25.

Each line ends with the natural charge from an NBO analysis.
CARTESIAN COORDINATES (ANGSTROEM)
O  1.04  -1.96  -0.68  -0.395
V  -0.33  -1.34  -0.36  1.503
B  -1.70  -3.54  -0.18  1.328
F  -2.72  -4.43  -0.22  -0.513
F  -1.36  -2.96  -1.45  -0.498
F  -1.99  -2.35  0.58  -0.512
F  -0.53  -4.07  0.37  -0.531
N  -0.58  -0.29  -2.14  -1.183
S  0.22  0.48  -3.30  2.487
O  0.07  1.89  -3.31  -0.898
O  0.37  -0.18  -4.55  -0.860
F  1.65  0.31  -2.59  -0.518
S  -2.10  -0.31  -2.89  2.469
O  -2.27  -1.41  -3.75  -0.848
O  -2.65  0.97  -3.14  -0.869
F  -2.86  -0.75  -1.56  -0.491
C  -1.42  2.73  1.45  -0.731
C  -1.49  1.32  1.10  0.471
N  -1.56  0.22  0.82  -0.410
H  -0.38  3.02  1.48  0.265
H  -1.86  2.84  2.44  0.265
H  -1.95  3.36  0.74  0.280
C  1.28  -0.70  4.29  -0.721
C  0.87  -1.20  2.99  0.397
N  0.57  -1.58  1.95  -0.354
H  0.80  -1.28  5.08  0.268
H  1.03  0.35  4.37  0.255
H  2.36  -0.83  4.41  0.264
C  3.30  2.26  -0.45  -0.724
C  2.14  1.44  -0.11  0.415
N  1.26  0.75  0.17  -0.410
H  3.83  1.73  -1.24  0.278
H  3.95  2.28  0.42  0.256
H  3.00  3.26  -0.73  0.266

## Properties
highest occupied orbital energy (spin up / spin down) = -0.3799 / -0.3890 Ha
relative energy (zero: lowest compared OMol25 entry of this formula, charge and spin) = 0.00 kJ/mol
calculated total energy = -3193.90080 Ha
<S²> = 0.77
maximum force = 4.6 eV/A
spin multiplicity = 2


The following is a quantum chemistry calculation of C44H62As4ClN2O5Sn as an isolated structure, from OMol25.

Each line ends with the Löwdin charge.
CARTESIAN COORDINATES (ANGSTROEM)
Sn  0.52  -0.42  -0.69  1.124
C  0.30  -1.31  4.47  -0.314
As  0.56  -0.27  2.83  1.084
C  -1.05  0.84  2.99  -0.348
C  1.76  1.13  3.51  -0.362
C  3.28  0.89  3.41  -0.667
C  3.61  -0.57  3.73  -0.087
C  3.82  1.26  2.02  -0.341
As  3.27  0.25  0.42  1.085
C  4.41  -1.33  0.47  -0.280
C  4.30  1.32  -0.84  -0.281
C  4.02  1.75  4.46  -0.384
As  3.87  3.71  4.76  1.143
C  2.03  3.87  5.42  -0.354
C  3.53  4.49  2.99  -0.368
H  0.30  -0.66  5.35  0.029
H  1.08  -2.06  4.57  0.016
H  -0.66  -1.82  4.40  0.022
H  -1.14  1.24  4.00  0.034
H  -1.93  0.24  2.75  0.021
H  -0.97  1.66  2.28  -0.019
H  1.48  1.30  4.55  0.066
H  1.50  2.05  2.96  0.059
H  3.14  -1.26  3.03  0.047
H  3.28  -0.83  4.74  0.086
H  4.69  -0.73  3.69  0.094
H  4.91  1.20  2.03  0.087
H  3.56  2.29  1.78  0.039
H  5.37  -1.09  0.94  0.036
H  4.58  -1.63  -0.56  0.029
H  3.92  -2.14  0.99  0.016
H  5.31  1.48  -0.46  0.037
H  3.82  2.28  -1.00  0.005
H  4.35  0.79  -1.79  0.024
H  5.09  1.58  4.35  0.063
H  3.76  1.36  5.45  0.068
H  1.89  3.24  6.30  0.019
H  1.28  3.62  4.67  -0.002
H  1.89  4.91  5.74  0.013
H  4.39  4.36  2.33  0.020
H  3.38  5.56  3.15  0.019
H  2.64  4.07  2.51  -0.013
O  0.65  0.47  -3.11  -0.200
N  1.74  -0.08  -3.26  -0.152
O  2.14  -0.70  -2.23  -0.311
C  3.57  -4.50  -3.54  -0.028
C  2.38  -3.89  -4.22  -0.189
C  2.57  -3.10  -5.35  -0.067
C  1.49  -2.56  -6.03  -0.669
Cl  1.77  -1.57  -7.43  0.659
C  0.19  -2.80  -5.61  -0.100
C  -0.01  -3.56  -4.47  -0.002
C  1.07  -4.08  -3.78  -0.238
O  0.78  -4.85  -2.66  -0.028
C  1.27  -4.38  -1.43  -0.091
C  0.84  -2.98  -1.07  -0.623
O  -0.05  -2.37  -1.71  -0.113
O  1.44  -2.39  -0.11  -0.187
H  4.38  -4.64  -4.26  0.085
H  3.33  -5.48  -3.12  0.090
H  3.96  -3.87  -2.74  0.080
H  3.57  -2.92  -5.72  0.115
H  -0.64  -2.38  -6.15  0.105
H  -1.00  -3.75  -4.09  0.125
H  2.36  -4.39  -1.38  0.117
H  0.91  -5.06  -0.65  0.152
C  -5.99  7.72  1.33  -0.032
C  -5.30  6.43  1.01  -0.238
C  -4.82  5.60  2.01  0.006
C  -4.18  4.40  1.73  -0.298
C  -3.70  3.55  2.87  -0.059
C  -4.03  4.04  0.39  -0.272
As  -3.17  2.40  -0.10  1.453
N  -1.57  2.47  -0.65  -0.119
C  -0.59  3.39  -0.34  -0.368
C  -0.66  4.35  0.69  -0.019
C  0.38  5.24  0.86  -0.066
C  1.48  5.21  0.00  -0.062
C  1.56  4.26  -1.00  -0.058
C  0.55  3.33  -1.16  -0.016
C  -4.25  1.22  -1.12  -0.260
C  -5.48  0.90  -0.52  -0.275
C  -5.85  1.32  0.87  -0.052
C  -6.38  0.14  -1.25  0.003
C  -6.09  -0.31  -2.53  -0.235
C  -7.07  -1.15  -3.30  -0.030
C  -4.86  0.01  -3.08  0.007
C  -3.90  0.76  -2.41  -0.245
C  -2.59  1.01  -3.08  -0.046
C  -4.50  4.85  -0.66  -0.255
C  -4.37  4.48  -2.12  -0.039
C  -5.13  6.03  -0.32  0.007
H  -6.04  7.89  2.40  0.081
H  -7.01  7.72  0.94  0.092
H  -5.46  8.56  0.87  0.092
H  -4.94  5.90  3.05  0.128
H  -4.54  3.06  3.37  0.096
H  -3.18  4.15  3.61  0.096
H  -3.01  2.76  2.56  0.020
H  -1.51  4.37  1.36  0.090
H  0.34  5.97  1.65  0.115
H  2.28  5.92  0.14  0.115
H  2.42  4.23  -1.66  0.112
H  0.59  2.57  -1.93  0.089
H  -5.00  1.29  1.56  0.057
H  -6.60  0.65  1.28  0.093
H  -6.26  2.34  0.89  0.094
H  -7.33  -0.12  -0.79  0.125
H  -8.02  -1.22  -2.78  0.081
H  -6.68  -2.15  -3.45  0.094
H  -7.25  -0.72  -4.29  0.091
H  -4.61  -0.35  -4.07  0.130
H  -2.65  0.73  -4.13  0.092
H  -1.80  0.42  -2.63  0.048
H  -2.27  2.05  -3.02  0.063
H  -3.42  4.01  -2.35  0.059
H  -4.46  5.37  -2.73  0.091
H  -5.16  3.79  -2.42  0.096
H  -5.50  6.68  -1.11  0.131

## Properties
charge = +1
highest occupied orbital energy (spin up / spin down) = -0.3635 / -0.3635 Ha
relative energy (zero: lowest compared OMol25 entry of this formula, charge and spin) = 0.00 kJ/mol
calculated total energy = -11816.80186 Ha
maximum force = 0.5 eV/A


The following is a quantum chemistry calculation of a 2-piece molecular cluster, C5H10Si overall in a non-equilibrium geometry, from OMol25.

Each line ends with the natural charge from an NBO analysis.
CARTESIAN COORDINATES (ANGSTROEM)
C  -2.09  1.72  -1.66  -0.208
C  -1.44  0.95  -1.02  -0.488
C  2.07  1.00  0.15  -0.847
C  -0.57  -0.13  1.77  -1.106
C  0.02  -1.91  -0.76  -1.142
Si  -0.18  -0.14  -0.08  1.468
H  -2.98  2.28  -2.08  0.252
H  1.90  1.92  -0.45  0.208
H  2.26  1.16  1.15  0.191
H  2.65  0.30  -0.37  0.191
H  -0.24  -1.14  2.06  0.240
H  -0.14  0.76  2.21  0.250
H  -1.60  0.00  1.76  0.230
H  -0.28  -2.79  -0.10  0.253
H  -0.58  -1.98  -1.70  0.253
H  1.19  -2.00  -0.89  0.256

## Properties
highest occupied orbital energy = -0.3108 Ha
relative energy (zero: lowest compared OMol25 entry of this formula, charge and spin) = 243.65 kJ/mol
calculated total energy = -485.87428 Ha
maximum force = 5.3 eV/A


The following is a quantum chemistry calculation of a 2-piece molecular cluster, C6H9NO2 overall in a non-equilibrium geometry, from OMol25.

Each line ends with the natural charge from an NBO analysis.
CARTESIAN COORDINATES (ANGSTROEM)
O  2.91  3.35  0.55  -0.718
C  1.83  2.79  1.27  -0.054
C  1.24  1.66  0.45  -0.399
C  0.05  1.00  1.17  -0.486
C  -0.58  -0.04  0.37  0.099
C  -1.09  -0.91  -0.31  -0.121
C  -1.68  -1.94  -1.15  0.542
N  -0.99  -3.04  -1.39  -0.766
H  3.28  4.08  1.05  0.471
H  2.17  2.41  2.25  0.155
H  1.05  3.56  1.46  0.156
H  0.91  2.05  -0.52  0.216
H  2.01  0.90  0.26  0.215
H  0.38  0.56  2.12  0.236
H  -0.71  1.76  1.42  0.234
O  -2.84  -2.38  -0.76  -0.650
H  -0.04  -2.87  -1.71  0.373
H  -2.27  -3.61  -1.04  0.497

## Properties
highest occupied orbital energy = -0.3510 Ha
relative energy (zero: lowest compared OMol25 entry of this formula, charge and spin) = 488.57 kJ/mol
calculated total energy = -439.09027 Ha
maximum force = 6.1 eV/A


The following is a quantum chemistry calculation of a 2-piece molecular cluster, C4H12NO2 overall in a non-equilibrium geometry, from OMol25.

Each line ends with the natural charge from an NBO analysis.
CARTESIAN COORDINATES (ANGSTROEM)
C  -0.21  -1.63  -0.76  -0.414
N  0.08  -1.06  0.56  -0.658
C  -1.95  0.45  0.28  -0.625
C  -0.53  0.24  0.86  -0.071
C  0.34  1.47  0.46  -0.037
O  1.68  1.34  0.71  -0.912
H  -1.26  -1.93  -0.82  0.166
H  0.01  -0.94  -1.60  0.154
H  0.40  -2.51  -0.86  0.196
H  1.08  -0.89  0.58  0.401
H  -2.16  1.52  0.30  0.202
H  -2.75  -0.11  0.79  0.189
H  -1.95  0.12  -0.74  0.195
H  -0.66  0.27  1.94  0.159
H  -0.11  2.30  1.05  0.113
H  0.17  1.62  -0.63  0.089
H  2.34  0.36  -0.03  0.490
H  2.58  -0.22  -1.49  0.430
O  2.89  -0.40  -0.59  -1.068

## Properties
charge = -1
highest occupied orbital energy = -0.1274 Ha
relative energy (zero: lowest compared OMol25 entry of this formula, charge and spin) = 38.16 kJ/mol
calculated total energy = -364.84097 Ha
maximum force = 1.0 eV/A